No. 1
The following is a quantum chemistry calculation of C54H46GdN2O4P2S as an isolated structure in a non-equilibrium geometry, from OMol25.

Calculated values
- DFT total energy (Eh) = -4342.02441
- multiplicity = 8
- expectation value of S² = 16.8309
- largest force on an atom (eV/A) = 4.86
- total charge = +1

XYZ file:
```
110
Properties=species:S:1:pos:R:3:forces:R:3:mulliken_spin:R:1
Gd -11.153709 14.853118 13.514151 -0.557 -0.539 -0.153 5.62
O -11.694111 15.112030 11.412714 -0.748 0.080 -1.345 0.08
C -12.133347 15.987051 10.524660 0.034 -1.077 -0.108 0.20
C -12.875432 15.727948 9.345538 0.570 -0.485 0.424 -0.09
C -13.260025 16.756284 8.537980 -0.626 0.028 -0.439 0.16
C -12.925523 18.088338 8.771564 0.268 0.619 0.914 -0.01
C -12.289083 18.400424 9.927896 -0.690 -0.630 -0.942 0.07
C -11.979296 17.351337 10.800566 1.439 1.811 2.958 0.06
C -11.591380 17.876928 12.072256 -1.074 0.019 -3.797 0.23
N -11.110587 17.249606 13.088418 1.972 -0.815 4.368 0.22
N -10.784744 18.078108 14.129906 -0.925 -0.444 -2.655 0.26
C -10.807084 17.419362 15.274439 0.043 -2.270 1.721 0.06
O -11.031494 16.145663 15.362750 0.537 1.409 0.259 0.09
C -10.522021 18.144884 16.512798 0.000 0.136 1.137 -0.01
C -10.580589 17.478130 17.752572 1.069 -1.362 -0.416 0.04
C -9.968740 18.022212 18.890126 -0.030 -0.737 1.398 -0.03
C -9.402319 19.304404 18.866297 -1.002 -0.620 -1.409 0.05
C -9.477139 19.997567 17.641782 0.180 0.358 1.087 -0.03
C -10.034287 19.447376 16.507361 0.220 -0.687 0.684 0.06
H -13.205973 14.759876 9.015515 0.234 -0.520 0.413 0.00
H -13.963042 16.514560 7.765363 0.011 -0.001 -0.592 0.01
H -13.261928 18.916028 8.215914 -0.475 0.481 -1.201 0.00
H -12.122281 19.409279 10.258723 0.069 0.247 -0.154 0.00
H -11.729007 18.902695 12.168100 -0.180 1.825 0.334 0.01
H -10.841003 16.390750 17.691204 -0.070 1.169 0.438 0.01
H -9.877131 17.409265 19.860182 -0.372 0.954 -1.703 0.00
H -8.973286 19.736512 19.753147 0.194 0.096 0.031 0.00
H -9.082376 21.003176 17.603678 0.045 0.067 -0.105 0.00
H -10.012746 19.956891 15.594157 0.033 0.858 -1.147 0.00
O -12.540523 12.823733 14.444375 -0.635 -0.941 0.895 -0.04
C -12.259877 11.460405 14.071507 -0.328 -0.060 0.230 -0.02
C -13.303292 10.601509 13.713578 -0.717 1.621 -0.206 0.01
C -13.041208 9.361977 13.191022 -0.613 -1.230 -0.233 0.00
C -11.745898 8.870310 13.126103 -0.503 0.251 0.429 0.00
C -10.744698 9.688564 13.603152 0.557 -0.622 -0.358 -0.01
C -10.943239 10.977092 14.048549 -0.012 1.809 0.362 -0.01
P -9.612230 12.226106 14.539644 -0.694 -1.045 0.250 0.03
C -9.638109 12.044195 16.365751 0.095 -1.226 -0.402 -0.01
C -10.121848 10.918457 17.071624 -0.059 0.887 0.663 0.00
C -10.414894 10.982761 18.449244 0.545 -0.123 -1.205 0.00
C -10.089147 12.143837 19.126147 -0.573 0.367 0.220 0.00
C -9.498527 13.178627 18.450281 1.062 0.755 -1.021 0.00
C -9.243058 13.144490 17.076951 -0.145 0.284 1.119 0.01
C -8.026079 11.574352 13.910883 0.452 -0.170 1.103 -0.01
C -6.906634 11.226125 14.700378 -1.163 0.071 -0.926 0.00
C -5.702780 10.976544 14.047646 0.002 -0.195 1.098 0.00
C -5.582961 11.002902 12.682335 -1.850 0.606 -0.485 0.00
C -6.713871 11.321471 11.887302 1.452 -0.244 0.945 0.00
C -7.890729 11.620962 12.539604 0.010 -0.186 -0.919 0.01
C -13.349631 13.025974 15.647876 0.215 0.613 -0.597 -0.01
C -13.224927 12.136940 16.703510 0.874 -0.603 -0.698 0.00
C -13.889064 12.356703 17.885077 -0.218 0.644 0.714 0.00
C -14.593832 13.530733 18.065285 -0.403 0.448 -0.501 0.00
C -14.700614 14.469126 17.031000 0.467 -1.181 -0.817 0.00
C -14.122891 14.211545 15.742303 0.249 -0.052 1.608 -0.01
P -14.067394 15.452960 14.389720 0.685 -0.153 0.180 0.02
C -14.701217 17.061618 15.031961 -0.506 -1.025 -1.071 0.00
C -14.016853 17.759680 16.019983 -0.266 -1.344 -0.869 0.00
C -14.486618 18.968098 16.418692 -0.925 1.130 -0.578 0.00
C -15.615677 19.518599 15.812273 -0.412 -0.674 -0.116 0.00
C -16.332982 18.781876 14.843734 0.646 1.817 0.451 0.00
C -15.824078 17.609246 14.381914 0.061 -1.678 -0.501 -0.01
C -15.268547 14.779993 13.217286 0.757 1.423 1.353 -0.01
C -14.755735 14.553051 11.981220 1.104 -1.352 -2.767 -0.01
C -15.569321 14.114611 10.920033 -0.197 0.390 1.216 0.00
C -16.921973 13.953062 11.172020 0.510 0.607 -0.954 0.00
C -17.423292 14.262026 12.417701 -1.827 0.649 0.846 0.00
C -16.615449 14.730450 13.451890 -2.076 -0.807 0.395 0.00
H -14.345978 10.961497 13.721050 0.648 -0.083 0.173 0.00
H -13.889538 8.740150 12.866641 0.480 0.342 0.136 0.00
H -11.532826 7.859890 12.796568 -0.011 0.173 -0.079 0.00
H -9.765023 9.270537 13.598741 0.834 0.010 0.037 0.00
H -10.291925 10.013545 16.538880 -0.369 -0.581 -0.388 0.00
H -10.876740 10.141839 18.950622 0.095 -0.015 -0.018 0.00
H -10.363028 12.333562 20.150663 0.062 -0.399 0.299 0.00
H -9.139013 14.074225 18.915843 -0.189 0.251 0.720 0.00
H -8.726620 13.983934 16.623264 -0.282 0.051 -0.160 0.00
H -7.054168 11.065323 15.758753 0.302 0.266 0.152 0.00
H -4.836491 10.724444 14.643017 0.061 -0.081 0.052 0.00
H -4.646690 10.764503 12.273311 1.032 -0.194 -0.770 0.00
H -6.613100 11.363797 10.812249 -0.195 -0.080 -0.049 0.00
H -8.752850 11.828582 11.940092 -0.474 0.346 -0.303 0.00
H -12.489888 11.331281 16.616388 -0.599 0.115 -0.061 0.00
H -13.841306 11.739300 18.774364 0.370 -0.481 -0.415 0.00
H -15.066276 13.673305 19.033277 -0.022 0.329 -0.237 0.00
H -15.261170 15.365367 17.214107 -0.093 0.389 -0.165 0.00
H -13.113237 17.336997 16.396061 0.387 -0.193 0.537 0.00
H -13.950654 19.525845 17.137593 0.471 0.574 0.716 0.00
H -15.929674 20.516771 16.082527 -0.161 -0.041 0.093 0.00
H -17.196202 19.209647 14.366245 -0.233 0.180 -0.013 0.00
H -16.309757 17.076673 13.513063 0.621 0.727 1.256 0.00
H -13.676513 14.623604 11.731392 -0.936 0.152 0.661 0.01
H -15.182329 14.007958 9.925323 0.195 -0.174 -0.192 0.00
H -17.559679 13.813490 10.308265 -0.298 -0.460 0.271 0.00
H -18.530107 14.296604 12.564047 1.031 -0.274 -0.114 0.00
H -17.120689 15.038905 14.408124 0.891 -0.403 -0.978 0.00
O -8.955015 15.098921 13.005087 1.230 0.570 -0.017 -0.03
S -7.814283 16.138445 13.065082 -1.332 0.465 -0.367 0.00
C -6.420026 15.306562 12.372304 0.174 -0.202 -0.152 0.00
C -6.751425 15.085080 10.904717 0.592 -1.306 -0.055 0.00
C -7.292130 16.444617 10.378423 -0.687 -1.141 -0.129 0.00
C -8.051160 17.165522 11.516326 2.054 0.290 0.945 -0.01
H -6.276434 14.372138 12.913336 0.113 0.050 0.172 0.00
H -5.571100 15.981802 12.519690 0.026 -0.104 0.023 0.00
H -7.504539 14.231533 10.875972 0.749 1.241 -0.250 0.00
H -5.786167 14.686831 10.433728 -1.479 0.766 0.154 0.00
H -8.006209 16.226415 9.556525 0.707 0.480 0.238 0.00
H -6.457177 17.067740 10.074305 -0.071 -0.003 -0.373 0.00
H -9.102849 17.265317 11.376585 -0.736 0.070 -0.017 0.01
H -7.575044 18.168579 11.742012 -0.750 -1.050 -0.185 0.00
```
Forces are in eV/Å.

---

No. 2
The following is a quantum chemistry calculation of C54H48GeN8O5RbS as an isolated structure in a non-equilibrium geometry, from OMol25.

Calculated values
- largest force on an atom (eV/A) = 2.55
- ΔE to the lowest compared entry with this formula, charge and spin (kcal per mole) = 23.5
- total charge = +1

XYZ file:
```
118
Properties=species:S:1:pos:R:3:forces:R:3:lowdin_charge:R:1
Rb 0.053827 0.754789 0.118818 -2.061 -1.349 0.665 0.86
C 7.807456 0.682413 -3.104278 -0.083 -0.002 0.042 -0.05
C 6.598323 0.989578 -2.256619 0.052 -0.031 -0.044 -0.26
C 6.343579 2.284366 -1.814169 0.004 0.055 0.024 -0.03
C 5.251235 2.563810 -1.005063 0.030 -0.053 -0.013 -0.04
C 4.394156 1.535016 -0.642262 0.091 -0.066 -0.081 -0.27
C 4.626905 0.231974 -1.068874 0.051 0.104 -0.002 -0.05
C 5.726388 -0.028436 -1.871960 0.005 -0.035 0.000 -0.03
S 2.957730 1.909242 0.321779 0.285 0.026 -0.005 0.54
O 3.292805 3.033776 1.162902 0.069 0.104 -0.062 -0.30
O 1.899871 2.201453 -0.675720 0.826 0.572 -0.186 -0.53
N 2.496388 0.614098 1.048890 0.723 -0.078 0.410 -0.27
C 3.261691 0.018756 2.052076 -0.359 0.015 -0.186 -0.27
C 4.456531 0.483047 2.562188 0.059 0.109 -0.033 -0.02
C 5.156060 -0.205880 3.573810 0.021 0.111 -0.055 -0.07
C 4.679762 -1.366214 4.101332 -0.029 -0.037 0.026 -0.05
C 3.459264 -1.887054 3.614253 -0.071 -0.044 -0.039 -0.16
C 2.922321 -3.096638 4.109609 0.080 0.005 0.076 -0.01
C 1.759122 -3.585526 3.599420 -0.106 -0.056 -0.035 -0.06
C 1.120117 -2.844897 2.585232 0.007 0.048 0.013 -0.19
N 1.563360 -1.711338 2.102965 0.155 0.149 0.076 0.10
C 2.740373 -1.211759 2.595713 -0.132 -0.118 -0.048 -0.15
H 8.236078 1.589123 -3.529357 -0.018 -0.005 0.011 0.08
H 7.554224 0.007064 -3.923113 -0.003 0.018 0.022 0.08
H 8.582512 0.195490 -2.508652 -0.017 0.010 0.004 0.09
H 7.017013 3.085530 -2.098215 -0.029 -0.024 0.008 0.12
H 5.065957 3.568038 -0.643947 -0.001 -0.039 -0.020 0.12
H 3.957996 -0.562780 -0.757736 0.027 0.024 -0.017 0.10
H 5.919735 -1.045041 -2.198504 -0.013 0.025 0.010 0.11
H 4.863371 1.415615 2.194884 0.005 -0.017 0.004 0.10
H 6.089470 0.207019 3.936222 -0.015 0.020 -0.030 0.11
H 5.214180 -1.895439 4.880489 -0.018 -0.003 -0.018 0.11
H 3.455453 -3.626240 4.891449 -0.002 0.015 -0.021 0.12
H 1.328673 -4.515500 3.950040 0.013 0.041 -0.026 0.10
H 0.196007 -3.226276 2.153421 0.016 0.003 0.015 0.08
C -1.889247 -1.696895 -3.686797 0.126 -0.068 0.030 -0.01
C -1.586374 -1.867146 -2.325458 -0.047 0.189 0.012 -0.10
N -2.165990 -1.157571 -1.381388 -0.022 -0.287 -0.119 0.06
C -3.088525 -0.251378 -1.739255 0.103 0.120 0.352 -0.17
C -3.405637 0.052118 -3.063281 -0.072 0.159 -0.102 -0.12
C -2.782233 -0.728142 -4.053454 -0.069 0.045 -0.141 0.02
C -4.280472 1.155744 -3.349784 0.100 -0.133 -0.130 0.01
C -4.764305 1.920583 -2.354698 -0.039 0.111 0.131 0.00
C -4.476776 1.614744 -0.979676 -0.040 -0.001 -0.060 -0.12
C -4.932296 2.417084 0.077940 -0.085 0.170 -0.106 0.04
C -4.628245 2.086965 1.369253 0.026 -0.017 0.138 0.01
C -3.923260 0.913473 1.615177 0.048 -0.025 -0.056 -0.09
N -3.486591 0.123686 0.636606 0.001 0.064 -0.185 0.02
C -3.703196 0.493425 -0.669351 0.106 -0.088 0.140 -0.11
H -1.392868 -2.310430 -4.426943 -0.009 0.009 0.020 0.12
H -0.828689 -2.572784 -2.010988 -0.055 -0.043 0.000 0.11
H -3.006913 -0.544895 -5.097939 0.000 -0.004 0.032 0.13
H -4.504729 1.392489 -4.383415 0.022 -0.041 0.046 0.13
H -5.375917 2.788520 -2.569916 0.020 -0.039 0.031 0.13
H -5.510442 3.308066 -0.140760 0.019 -0.041 -0.010 0.14
H -4.938381 2.701954 2.201324 0.006 -0.020 -0.002 0.13
H -3.712896 0.584640 2.622098 -0.015 0.008 0.001 0.10
O 0.607975 0.791561 -2.631580 -0.054 0.183 -0.191 -0.18
C 1.530845 0.112324 -3.455255 -0.103 -0.119 0.149 -0.17
C 2.013516 -1.186133 -2.835178 -0.089 0.002 0.079 -0.27
C 2.982654 -1.942273 -3.487587 0.056 0.005 -0.051 -0.03
C 3.429181 -3.107826 -2.897785 0.047 -0.050 -0.021 -0.06
C 2.899541 -3.484544 -1.669188 0.025 0.004 -0.004 -0.05
C 1.941431 -2.671083 -1.094747 0.001 0.170 -0.055 -0.13
N 1.494634 -1.541172 -1.662915 0.132 -0.088 0.037 0.10
H 1.123012 1.184013 -1.897801 0.385 0.295 -0.501 -0.03
H 2.396286 0.745056 -3.669548 0.067 0.027 -0.017 0.14
H 1.035032 -0.095704 -4.404231 -0.035 -0.015 -0.038 0.13
H 3.389018 -1.602689 -4.433897 -0.017 -0.018 0.030 0.12
H 4.187944 -3.712499 -3.379804 -0.023 0.017 0.010 0.11
H 3.232718 -4.381281 -1.162972 -0.022 0.033 -0.015 0.11
H 1.527071 -2.906033 -0.121176 -0.017 0.018 -0.046 0.09
N -0.682846 0.790556 4.025825 -0.032 -0.048 -0.210 0.15
C -1.101420 0.425105 3.006343 0.147 0.168 0.354 -0.07
H -0.283619 1.099319 4.889044 0.007 -0.033 -0.004 0.10
O -1.167494 3.165998 -2.807902 -0.063 -0.083 -0.029 -0.06
C -0.079977 4.087777 -2.857923 0.011 0.051 0.017 -0.24
N -0.562515 5.415845 -2.645086 -0.085 -0.066 0.027 0.11
C -0.851172 5.963664 -1.427890 -0.077 0.026 0.097 -0.44
O -1.425821 7.026009 -1.311100 0.104 -0.005 -0.056 0.09
C -0.424803 5.179507 -0.217478 0.033 0.076 -0.089 -0.12
C 0.623884 5.595759 0.589227 0.067 0.101 0.010 0.03
C 0.917642 4.867297 1.726188 -0.010 -0.010 0.014 -0.04
C 0.146881 3.752487 2.016452 -0.112 0.037 -0.097 -0.16
N -0.866689 3.341489 1.252223 -0.047 0.104 0.085 0.01
C -1.135096 4.054832 0.155617 -0.154 -0.180 0.157 -0.11
H -0.797221 2.275975 -2.909030 0.170 -0.026 -0.062 0.05
H 0.395452 4.061594 -3.838282 0.024 -0.048 -0.071 0.13
H 0.663824 3.844558 -2.099329 0.033 -0.021 0.048 0.11
H -0.967720 5.909539 -3.426150 -0.003 0.021 -0.004 0.15
H 1.200581 6.474485 0.325597 -0.027 -0.026 0.014 0.13
H 1.744983 5.136776 2.366390 -0.013 -0.012 -0.011 0.12
H 0.352743 3.158271 2.899850 0.051 -0.013 -0.038 0.10
H -1.966399 3.717558 -0.455896 0.053 -0.030 0.003 0.11
Ge -2.808112 -1.695700 1.175248 0.038 -0.081 0.091 1.01
C -3.401127 -1.838556 3.019227 0.056 -0.039 0.163 -0.33
C -2.467848 -2.275199 3.961894 -0.073 0.080 0.021 -0.13
C -2.861659 -2.583956 5.258130 -0.020 0.031 -0.018 -0.07
C -4.192955 -2.451547 5.627965 0.048 -0.023 -0.011 -0.07
C -5.133433 -2.024317 4.699311 0.018 0.015 -0.045 -0.07
C -4.741330 -1.731952 3.400647 0.050 -0.027 0.021 -0.11
C -3.881128 -2.960789 0.196444 -0.033 0.033 -0.294 -0.31
C -3.303874 -4.149150 -0.248482 -0.066 -0.040 0.014 -0.11
C -4.072832 -5.100481 -0.905160 -0.031 0.030 0.001 -0.07
C -5.422032 -4.862157 -1.139520 0.036 0.011 0.013 -0.07
C -6.003458 -3.677596 -0.708515 0.031 0.033 0.032 -0.07
C -5.235833 -2.732246 -0.038491 0.000 -0.084 -0.041 -0.11
H -1.290546 -1.846596 1.088007 -0.156 0.034 0.042 0.00
H -1.419500 -2.359567 3.690810 -0.052 -0.009 0.015 0.07
H -2.128427 -2.921432 5.980086 -0.013 -0.001 -0.016 0.11
H -4.500518 -2.688177 6.638601 0.006 0.007 -0.017 0.11
H -6.173453 -1.930722 4.984428 0.010 0.001 -0.005 0.11
H -5.497159 -1.424182 2.684056 0.028 -0.016 0.021 0.10
H -2.248378 -4.343572 -0.079599 -0.036 0.011 -0.014 0.10
H -3.620202 -6.027119 -1.236085 -0.013 0.028 0.004 0.11
H -6.020157 -5.601236 -1.657588 0.016 0.018 0.019 0.11
H -7.055333 -3.491441 -0.887819 0.035 -0.006 0.000 0.11
H -5.708713 -1.813857 0.297062 0.008 -0.014 -0.020 0.10
```
Forces are in eV/Å.